ORCA calculation (ωB97M-V/def2-TZVPD) on 11 unconnected molecules or ions with the total composition C26H76N2O11.

Structure (XYZ):
```
115
Properties=species:S:1:pos:R:3:mulliken_charge:R:1
C -21.86619 6.97953 1.45440 -0.6555
O -21.00942 6.04659 0.86252 -0.0640
C -21.70111 4.89136 0.33321 -0.9684
C -20.66801 3.96400 -0.23143 0.5978
C -21.19315 2.73375 -0.96759 -1.2549
N -19.91794 3.43812 0.92020 -0.7228
H -22.54971 6.50895 2.13361 0.3960
H -22.55952 7.38827 0.74265 0.4103
H -21.34271 7.85852 1.78076 -0.1781
H -22.15536 4.35357 1.18134 0.4100
H -22.41212 5.19558 -0.47444 0.2887
H -20.15785 4.59861 -0.95382 0.2558
H -20.46570 1.93464 -0.89078 0.3684
H -21.47218 2.98013 -2.00407 0.3245
H -22.16978 2.43935 -0.38346 0.2724
H -19.49980 4.24889 1.42569 0.1842
H -19.07550 2.93557 0.60011 0.3097
C -21.50001 11.79682 7.54380 -0.2810
O -20.14942 12.16004 7.77979 -0.3915
C -19.43230 12.86991 6.83553 0.5976
C -17.93285 12.61254 7.17841 0.4453
C -17.31499 13.46163 8.28047 -1.5035
N -17.09015 12.72666 5.92808 -0.6995
H -22.20849 12.57856 7.78824 0.2999
H -21.79430 10.90762 8.12482 0.2724
H -21.76978 11.57498 6.49979 -0.2307
H -19.66540 12.57757 5.76866 -0.6166
H -19.59983 13.95693 6.85799 0.0919
H -17.85987 11.55167 7.44878 0.3110
H -17.01520 14.51902 8.10928 0.3052
H -16.36529 13.14941 8.67707 0.4065
H -18.06235 13.51237 9.13043 0.3038
H -17.63449 12.15822 5.27690 0.2319
H -17.31378 13.70845 5.53657 0.2654
C -17.11945 6.50609 2.67725 -1.2459
C -17.86110 7.01247 1.48054 0.6536
O -18.05364 5.93412 0.55971 -0.5794
H -17.51227 5.55509 3.02278 0.2623
H -17.04728 7.32965 3.37153 0.2859
H -16.04823 6.46009 2.38897 0.3582
H -17.31700 7.78690 0.98698 0.3533
H -18.81978 7.35466 1.84120 -0.3712
H -18.98108 5.98089 0.27693 0.2738
C -15.94161 13.26042 -1.25368 -1.2582
C -16.83287 12.69205 -0.24369 0.0946
O -18.09326 13.33515 -0.19343 -0.5276
H -14.92393 12.75013 -1.22453 0.3201
H -15.69816 14.28731 -1.20374 0.3938
H -16.24074 13.16798 -2.28930 0.3174
H -16.45846 12.68918 0.79059 0.2170
H -17.06309 11.57173 -0.44138 0.1259
H -18.02222 14.28891 0.06498 0.3169
C -21.36551 10.85249 -1.48203 -0.9664
C -22.65915 10.69264 -0.74279 0.0820
O -23.01401 11.90727 -0.12433 -0.6444
H -21.41161 11.49293 -2.35719 0.3442
H -21.00976 9.91595 -1.88431 0.3524
H -20.64059 11.15846 -0.69055 0.0648
H -22.61079 9.86749 -0.05643 -0.0143
H -23.48770 10.48783 -1.47181 0.3883
H -22.67919 11.79963 0.78808 0.3743
C -18.81637 15.60957 4.33930 -1.1876
C -18.58230 14.42648 3.46004 0.5903
O -18.97845 14.76233 2.15487 -0.6129
H -18.98860 15.40091 5.40245 0.2606
H -19.71061 16.15297 3.98938 0.3753
H -17.92676 16.26283 4.28271 0.3023
H -19.09557 13.51206 3.86299 -0.3364
H -17.52578 14.09077 3.49443 0.3633
H -19.02837 13.98786 1.60460 0.3458
C -19.71528 6.80237 5.32474 -1.2028
C -19.64764 8.20707 5.77583 0.2009
O -20.90899 8.79981 5.93994 -0.3879
H -20.49441 6.20955 5.68332 0.3825
H -18.79539 6.30038 5.51777 0.4225
H -19.76979 6.74158 4.19828 0.0698
H -19.11090 8.80209 5.03949 -0.0988
H -19.10065 8.31570 6.70155 0.4715
H -21.59442 8.51848 5.27502 0.1867
C -23.57267 14.79371 5.80653 -1.3303
C -22.74804 13.91981 4.84224 0.1314
O -23.24502 12.55338 4.66674 -0.0018
H -24.47105 15.10734 5.25331 0.3466
H -22.97772 15.63111 6.20012 0.4007
H -23.74064 14.18108 6.75679 0.2086
H -21.78898 13.73581 5.20524 -0.2841
H -22.65628 14.38827 3.92735 0.6303
H -24.05456 12.53701 4.12112 0.0985
C -24.27255 9.03688 7.54200 -1.1942
C -25.00013 9.14868 6.19693 -0.2735
O -24.44145 10.17418 5.39393 -0.2660
H -23.24987 8.75854 7.41954 0.1589
H -24.71426 8.32992 8.17632 0.5237
H -24.32918 9.97769 8.16093 0.2939
H -25.99383 9.42568 6.35837 0.3373
H -24.78170 8.17813 5.73540 0.3082
H -24.08292 10.93226 5.86325 0.1233
C -26.67446 9.54360 1.58991 -1.1350
C -25.89644 10.83897 1.61022 -0.1536
O -24.93771 10.76401 2.67261 -0.2110
H -25.87821 8.75115 1.44003 0.1745
H -27.31836 9.62992 0.73402 0.4112
H -27.22768 9.42234 2.50901 0.3544
H -26.60742 11.66444 1.65429 0.2499
H -25.27970 10.97626 0.69677 0.1968
H -25.37465 10.45054 3.48989 0.0833
C -19.69381 9.97440 2.62637 -1.0411
C -20.82169 10.91839 3.03960 1.1276
O -21.97415 10.49497 2.32907 0.0569
H -19.96086 9.00546 2.95192 -0.4635
H -18.71996 10.19838 3.08816 0.4921
H -19.65941 10.04825 1.55250 0.3590
H -20.51598 11.92266 2.69584 0.1450
H -21.02602 10.96525 4.09517 -0.6535
H -22.78320 10.72060 2.77299 -0.1030
```

## Properties
**SMILES string**: COC[C@H](C)N.COC[C@H](C)N.CCO.CCO.CCO.CCO.CCO.CCO.CCO.CCO.CCO
**LUMO energy**: 0.5577 eV
**Kohn-Sham gap**: 0.366 hartree

ORCA calculation (ωB97M-V/def2-TZVPD) on a single C3H3ClF2 molecule.

Structure (XYZ):
```
9
Properties=species:S:1:pos:R:3:mulliken_charge:R:1
F -1.93339 -1.20840 -0.04368 -0.2299
C -0.59933 -1.24206 -0.11287 -0.1898
C 0.10648 -0.16372 0.07929 0.2909
Cl 1.79789 -0.33052 -0.03202 -0.1939
C -0.50760 1.13047 0.59641 -0.2145
F -0.63108 1.98855 -0.50899 -0.2692
H -0.23872 -2.31300 -0.24017 0.3245
H -1.44732 0.98443 1.12460 0.2401
H 0.20499 1.57788 1.25694 0.2418
```

## Properties
**SMILES string**: F/C=C(/Cl)CF
**LUMO energy**: 0.8596 eV
**Kohn-Sham gap**: 0.394 hartree

ORCA calculation (ωB97M-V/def2-TZVPD) on a gas-phase ion, CH2NO3S (charge -1).

Structure (XYZ):
```
8
Properties=species:S:1:pos:R:3:mulliken_charge:R:1
N -0.97149 -0.54945 -0.15276 -0.3813
C 0.22053 -0.22061 -0.71454 0.4207
O 0.92012 -1.00408 -1.76683 -0.6995
S 0.97171 1.22711 0.21564 0.4381
O -0.29039 1.73672 0.91495 -0.7063
O 1.67847 0.24125 1.06685 -0.5987
H -1.39801 -1.51284 -0.26221 0.2240
H -1.13094 0.08190 0.69890 0.3030
```

## Properties
**SMILES string**: NC([O-])=S(=O)=O
**LUMO energy**: 4.0393 eV
**Net charge**: -1
**Kohn-Sham gap**: 0.296 hartree